Computed, not measured: a molecular structure, C26H46BClN3O6Y at a distorted geometry, with wB97M-V/def2-TZVPD.

HOMO level = -0.20810 hartree
orbital gap = 5.9539 eV
E_tot = -58708.44738 eV

ORCA input file:
```
! RIJCOSX wB97M-V def2-TZVPD def2/J DEFGRID3
* xyz 0 1
O 0.504 -1.020 -1.903
C -0.355 -0.875 -2.891
C -0.103 0.465 -3.565
C 0.554 1.481 -2.894
H 0.923 1.301 -1.886
C 0.751 2.716 -3.514
H 1.262 3.510 -2.975
C 0.296 2.923 -4.813
H 0.447 3.884 -5.300
C -0.353 1.888 -5.491
H -0.703 2.037 -6.508
C -0.551 0.663 -4.867
H -1.064 -0.149 -5.383
H -0.145 -1.668 -3.616
C -2.138 -2.531 -2.202
C -1.818 -1.092 -2.496
H -3.205 -2.736 -2.285
H -1.831 -2.815 -1.174
H -1.568 -3.161 -2.866
C -2.661 -0.017 -2.306
C -4.075 -0.078 -1.789
H -2.266 0.978 -2.508
H -4.759 0.318 -2.525
H -4.183 0.525 -0.876
H -4.372 -1.101 -1.543
Y 0.037 -1.086 0.155
Cl -2.417 -0.897 0.016
C -1.109 -0.886 2.812
O -0.215 -1.537 2.215
N -1.243 -1.021 4.107
C -0.708 -2.175 4.807
C -1.934 -0.013 4.879
H -1.802 -0.199 2.288
H -0.145 -2.788 4.108
H -1.530 -2.761 5.243
H -0.057 -1.838 5.622
H -2.129 0.862 4.244
H -1.315 0.297 5.731
H -2.889 -0.400 5.254
H 4.813 0.749 -1.971
H 4.694 1.092 0.730
C 3.731 0.636 -1.837
C 3.631 0.829 0.635
N 3.448 0.012 -0.556
H 3.323 0.022 -2.646
C 2.881 -1.187 -0.504
O 2.119 -1.546 0.429
H 3.282 0.284 1.512
H 3.132 -1.868 -1.320
H 3.262 1.629 -1.865
H 3.044 1.748 0.523
H -0.104 -6.524 0.615
H 2.093 -6.689 -1.006
C -0.487 -5.983 -0.259
C 1.577 -5.968 -1.651
N 0.593 -5.236 -0.890
H -1.277 -5.300 0.044
C 0.630 -3.918 -0.827
O -0.171 -3.297 -0.080
H 2.304 -5.259 -2.064
H 1.367 -3.403 -1.470
H -0.887 -6.707 -0.978
H 1.089 -6.512 -2.470
C -1.902 3.049 2.001
C -0.509 3.348 1.439
C -0.433 4.804 1.068
O -0.308 2.484 0.296
B 0.325 1.418 0.821
O 0.841 1.501 2.069
C 0.672 2.900 2.428
C 1.991 3.625 2.144
C 0.355 3.037 3.889
H -2.049 1.984 2.248
H -2.672 3.311 1.258
H -2.097 3.647 2.897
H -1.252 5.080 0.399
H -0.520 5.419 1.979
H 0.500 5.070 0.563
H 1.917 4.672 2.456
H 2.809 3.172 2.727
H 2.278 3.620 1.083
H -0.527 2.464 4.197
H 1.190 2.687 4.506
H 0.178 4.099 4.136
*
```